11
Properties=species:S:1:pos:R:3:lowdin_charge:R:1 method="wB97M-V/def2-TZVPD" mol_weight_g_mol=113.08 gap_ev=10.0 smiles="O=C(O)n1cnnc1"
C 0.283 0.712 -1.199 -0.447
C -0.940 -0.328 0.941 -0.120
C 1.229 -0.328 0.686 -0.108
H -1.862 0.665 -1.468 0.198
H -1.985 -0.115 0.845 0.110
H 2.249 0.153 0.430 0.164
N -0.008 0.223 0.112 0.033
N -0.387 -1.300 1.723 0.023
N 0.929 -1.173 1.595 -0.014
O -0.900 0.669 -1.977 0.035
O 1.393 0.821 -1.689 0.126

19
Properties=species:S:1:pos:R:3:lowdin_charge:R:1 method="wB97M-V/def2-TZVPD" mol_weight_g_mol=113.16 gap_ev=8.3
C -1.330 1.201 0.706 -0.106
C -0.061 0.404 0.827 -0.394
C -0.223 -1.207 -1.042 -0.328
C 0.180 -0.382 1.880 0.012
N 0.982 -1.723 -0.932 0.037
H 1.035 -2.447 -0.224 0.077
H -1.111 -1.655 -0.599 0.136
H -2.203 0.545 0.684 0.074
H -1.336 1.789 -0.213 0.063
H -1.456 1.888 1.544 0.081
H -0.548 -0.547 2.665 0.064
H 1.113 -0.924 1.972 0.063
N -0.460 -0.314 -2.047 0.123
C 1.280 1.124 0.153 -0.294
N 2.225 0.544 -0.369 0.013
H 0.347 0.192 -2.381 0.108
H -1.390 0.050 -2.160 0.099
H 1.874 -0.737 -0.619 0.084
H 1.082 2.197 0.155 0.088

22
Properties=species:S:1:pos:R:3:lowdin_charge:R:1 method="wB97M-V/def2-TZVPD" mol_weight_g_mol=131.18 gap_ev="8.3 / 8.3"
C 1.114 0.017 -0.354 -0.528
C -1.502 0.772 1.061 -0.120
C -1.574 -1.220 -0.344 -0.126
C 1.517 1.196 0.497 -0.054
C 1.547 -1.326 0.190 -0.048
N -0.917 0.016 -0.015 -0.256
N 1.067 0.261 -1.658 0.042
N -0.943 0.964 -1.572 0.067
O -0.998 2.110 -1.384 0.018
H 0.928 -0.589 -2.204 0.048
H -1.097 0.464 2.031 0.087
H -2.593 0.664 1.093 0.080
H -1.271 1.833 0.918 0.071
H -2.642 -1.063 -0.548 0.082
H -1.122 -1.643 -1.243 0.073
H -1.476 -1.955 0.463 0.089
H 1.060 2.113 0.128 0.070
H 2.601 1.316 0.410 0.090
H 1.276 1.048 1.549 0.074
H 2.639 -1.375 0.177 0.088
H 1.167 -2.146 -0.417 0.071
H 1.219 -1.459 1.222 0.080

40
Properties=species:S:1:pos:R:3:lowdin_charge:R:1 method="wB97M-V/def2-TZVPD" mol_weight_g_mol=358.40 gap_ev=8.7 smiles="COc1ccccc1NC(=O)Nc1nnc(Cc2ccccc2F)s1"
C 5.396 0.749 -2.177 -0.075
H 5.100 1.650 -2.712 0.096
O 4.293 0.405 -1.377 -0.083
C 4.413 -0.632 -0.512 -0.212
C 5.483 -1.519 -0.478 -0.018
C 5.472 -2.606 0.380 -0.091
C 4.392 -2.834 1.212 -0.097
C 3.332 -1.944 1.209 -0.017
C 3.341 -0.837 0.375 -0.151
N 2.257 0.061 0.409 0.155
C 2.390 1.397 0.477 -0.511
O 3.406 2.039 0.572 0.096
N 1.156 2.098 0.458 0.112
C -0.101 1.607 0.458 -0.603
N -0.428 0.354 0.494 -0.012
N -1.740 0.141 0.493 0.031
C -2.457 1.195 0.458 -0.580
C -3.943 1.228 0.459 -0.135
C -4.492 -0.144 0.184 -0.180
C -4.482 -0.652 -1.109 -0.231
C -4.953 -1.914 -1.413 -0.004
C -5.449 -2.705 -0.392 -0.081
C -5.469 -2.226 0.907 -0.085
C -4.992 -0.957 1.190 -0.031
H -5.006 -0.591 2.206 0.116
H -5.855 -2.843 1.704 0.102
H -5.819 -3.694 -0.613 0.104
H -4.924 -2.260 -2.434 0.118
F -4.007 0.124 -2.108 0.071
H -4.277 1.933 -0.308 0.122
H -4.293 1.591 1.429 0.124
S -1.498 2.684 0.420 1.084
H 1.269 3.102 0.473 0.144
H 1.313 -0.317 0.480 0.105
H 2.486 -2.095 1.862 0.116
H 4.377 -3.690 1.867 0.099
H 6.313 -3.283 0.385 0.102
H 6.328 -1.377 -1.133 0.103
H 5.633 -0.040 -2.899 0.094
H 6.279 0.968 -1.568 0.101

26
Properties=species:S:1:pos:R:3:lowdin_charge:R:1 method="wB97M-V/def2-TZVPD" mol_weight_g_mol=204.18 gap_ev=10.1
C -1.641 0.161 0.490 -0.240
C -0.241 0.607 -0.037 -0.458
C -2.205 -0.813 -0.621 -0.082
C -3.525 -1.360 -0.335 -0.562
C 2.040 -0.231 -0.454 -0.256
C 3.152 -1.220 -0.096 -0.473
C 3.059 1.177 -0.254 -0.032
H -1.709 2.111 -0.262 0.115
H -2.514 2.023 1.437 0.119
H -1.494 -0.255 1.567 0.162
H -1.798 -0.193 -1.713 0.223
H -1.302 -1.503 -0.690 0.127
H -4.141 0.617 0.051 0.155
H 0.693 -0.835 1.367 0.243
H 1.956 -0.445 -1.483 0.127
H 2.134 1.953 -0.100 0.073
H 3.926 0.744 0.867 0.193
H 3.794 1.591 -1.347 0.169
H 2.751 -0.941 1.659 0.065
N -2.459 1.563 0.422 -0.026
N 0.896 -0.058 0.483 0.066
O -0.237 1.538 -0.846 0.028
O -3.837 -2.560 -0.344 0.080
O -4.374 -0.416 0.049 0.059
O 3.981 -1.551 -1.014 0.048
O 3.092 -1.704 1.204 0.080

14
Properties=species:S:1:pos:R:3:lowdin_charge:R:1 method="wB97M-V/def2-TZVPD" mol_weight_g_mol=90.11 charge=+1 gap_ev=10.9
C -1.597 0.178 1.569 -0.357
C 1.035 -0.412 -1.033 -0.208
N -2.224 1.366 1.567 0.143
N 1.155 -1.564 -1.607 0.211
N 2.093 0.346 -0.911 0.172
O -0.731 -0.104 0.765 -0.040
H 0.134 0.057 -0.760 0.090
H -3.036 1.412 2.255 0.144
H -2.343 2.143 0.986 0.092
H 1.997 -2.061 -1.679 0.121
H 0.311 -1.984 -2.001 0.158
H 2.107 1.340 -0.804 0.127
H -1.930 -0.518 2.351 0.144
H 3.030 -0.199 -0.698 0.201